Entry 1:
# C47H57Cl2N4O3SSeTi

C47H57Cl2N4O3SSeTi as an isolated structure (ωB97M-V/def2-TZVPD, OMol25).

XYZ file:
```
116
Properties=species:S:1:pos:R:3:forces:R:3
Ti 0.144 1.411 1.680 0.0 0.7 -0.5
C 6.639 -2.558 -1.001 0.0 0.0 0.0
C 5.562 -2.795 -2.068 0.0 0.0 0.0
C 4.996 -4.212 -1.893 0.0 0.0 0.0
C 6.229 -2.716 -3.441 0.0 0.0 0.0
C 4.438 -1.771 -1.914 0.0 0.0 0.0
C 3.732 -1.686 -0.724 0.0 0.0 0.0
C 2.695 -0.781 -0.567 0.3 0.0 0.0
Se 1.757 -0.774 1.084 -0.2 -0.2 -0.2
C 0.157 -1.597 0.357 -0.1 0.0 0.1
C 0.168 -2.937 0.044 0.0 -0.1 -0.1
C -0.881 -3.511 -0.676 0.0 0.0 0.1
C -1.858 -2.649 -1.152 0.1 0.1 -0.1
C -1.887 -1.275 -0.886 -0.1 -0.2 0.0
C -0.936 -0.774 0.013 0.0 0.2 0.2
O -1.042 0.428 0.573 -0.3 -0.6 -0.3
C -2.951 -0.408 -1.576 0.1 0.0 0.2
C -4.273 -0.525 -0.809 0.0 0.0 0.0
C -2.559 1.074 -1.672 0.1 0.0 -0.1
C -3.147 -0.899 -3.018 -0.1 0.0 0.0
C -0.914 -5.022 -0.896 0.1 0.1 0.0
C -2.100 -5.452 -1.756 0.0 0.0 0.0
C 0.377 -5.479 -1.588 0.0 0.0 0.0
C -1.027 -5.718 0.467 0.0 0.0 0.0
C 2.271 0.118 -1.587 0.0 0.0 -0.2
O 1.297 0.917 -1.414 -0.1 0.2 0.2
C 3.005 0.015 -2.823 0.1 0.0 0.0
C 4.040 -0.900 -2.934 -0.1 0.0 0.0
C 2.627 0.929 -3.993 0.0 0.0 0.1
C 2.835 2.395 -3.583 0.0 0.0 0.0
C 1.156 0.709 -4.383 0.0 0.0 0.0
C 3.473 0.667 -5.239 0.0 0.0 0.0
H 7.454 -3.280 -1.107 0.0 0.0 0.0
H 7.053 -1.553 -1.091 0.0 0.0 0.0
H 6.230 -2.659 0.005 0.0 0.0 0.0
H 5.784 -4.963 -2.009 0.0 0.0 0.0
H 4.551 -4.340 -0.906 0.0 0.0 0.0
H 4.219 -4.408 -2.635 0.0 0.0 0.0
H 7.041 -3.446 -3.495 0.0 0.0 0.0
H 5.524 -2.940 -4.244 0.0 0.0 0.0
H 6.652 -1.728 -3.626 0.0 0.0 0.0
H 3.977 -2.340 0.106 0.0 0.0 0.0
H 1.024 -3.531 0.343 0.0 0.0 0.0
H -2.636 -3.049 -1.787 0.0 0.0 0.0
H -4.136 -0.200 0.226 0.0 0.0 0.0
H -5.047 0.099 -1.268 0.0 0.0 0.0
H -4.631 -1.557 -0.793 0.0 0.0 0.0
H -2.604 1.569 -0.707 0.0 0.0 0.1
H -1.540 1.193 -2.044 0.0 0.0 0.0
H -3.248 1.577 -2.356 0.0 0.0 0.0
H -3.624 -1.879 -3.066 0.0 0.0 0.0
H -3.785 -0.199 -3.560 0.0 0.0 0.0
H -2.190 -0.961 -3.537 0.0 0.0 0.0
H -2.060 -5.004 -2.750 0.0 0.0 0.0
H -2.088 -6.537 -1.879 0.0 0.0 0.0
H -3.051 -5.179 -1.296 0.0 0.0 0.0
H 0.508 -4.962 -2.540 0.0 0.0 0.0
H 1.256 -5.271 -0.978 0.0 0.0 0.0
H 0.348 -6.555 -1.779 0.0 0.0 0.0
H -1.931 -5.397 0.988 0.0 0.0 0.0
H -1.067 -6.803 0.343 0.0 0.0 0.0
H -0.175 -5.478 1.104 0.0 0.0 0.0
H 4.563 -0.953 -3.877 0.0 0.0 0.0
H 2.225 2.637 -2.716 0.0 0.0 0.0
H 3.883 2.572 -3.330 0.0 0.0 0.0
H 2.561 3.062 -4.405 0.0 0.0 0.0
H 0.505 0.875 -3.528 0.0 0.0 0.0
H 0.877 1.397 -5.186 0.0 0.0 0.0
H 1.010 -0.314 -4.740 0.0 0.0 0.0
H 4.535 0.853 -5.063 0.0 0.0 0.0
H 3.359 -0.357 -5.600 0.0 0.0 0.0
H 3.148 1.340 -6.037 0.0 0.0 0.0
Cl 3.155 4.704 3.820 -0.1 0.0 0.0
C 1.446 4.499 4.099 0.1 0.1 0.1
C 0.801 5.320 5.015 0.1 0.0 0.0
C -0.544 5.131 5.256 -0.1 0.1 0.1
Cl -1.321 6.153 6.456 0.0 -0.1 -0.1
C -1.306 4.160 4.591 -0.1 0.0 0.0
C -2.690 3.883 4.817 0.1 0.0 -0.1
C -3.287 2.854 4.085 0.0 0.1 0.1
C -2.579 2.165 3.131 0.0 -0.1 -0.1
N -1.274 2.443 2.847 0.3 0.2 0.2
C -0.631 3.383 3.621 0.0 0.2 0.0
C 0.764 3.505 3.407 0.1 -0.2 -0.1
O 1.361 2.650 2.563 -0.3 0.1 0.5
H 1.353 6.085 5.541 0.0 0.0 0.0
H -3.239 4.439 5.561 0.0 0.0 0.0
H -4.327 2.600 4.251 0.0 0.0 0.0
H -3.033 1.378 2.538 0.0 0.0 0.0
C -0.418 -1.286 5.819 0.0 0.0 0.1
C -1.300 -1.455 4.763 0.1 0.1 -0.1
C -1.060 -0.764 3.587 0.1 0.0 0.1
N -0.002 0.039 3.431 0.0 -0.2 0.2
C 0.858 0.187 4.446 -0.1 -0.1 0.1
C 0.679 -0.452 5.663 0.0 0.1 -0.2
H -0.585 -1.799 6.758 0.0 0.0 0.0
H -2.162 -2.102 4.834 0.0 0.0 0.1
H -1.721 -0.855 2.733 0.0 0.0 0.0
H 1.704 0.839 4.260 -0.1 0.0 0.0
H 1.390 -0.287 6.458 0.0 0.0 0.0
N 0.125 2.990 0.076 0.3 -0.3 -0.2
H 0.514 3.875 0.379 -0.1 0.0 0.1
H -0.739 3.185 -0.416 -0.1 0.0 0.1
H 0.766 2.547 -0.594 -0.1 0.0 0.0
S -2.241 5.491 0.797 0.1 0.2 -0.1
C -3.815 5.018 0.999 -0.5 0.2 0.2
N -4.163 3.698 0.921 0.1 -0.2 0.0
C -5.402 3.181 1.118 0.1 0.1 0.0
C -6.452 3.993 1.387 0.2 0.2 0.0
C -6.185 5.390 1.468 -0.1 -0.1 0.0
C -4.934 5.885 1.284 0.3 -0.2 -0.1
H -3.380 3.067 0.802 0.0 -0.1 0.0
H -5.476 2.106 1.043 0.0 0.0 0.0
H -7.438 3.584 1.539 0.0 0.0 0.0
H -6.998 6.071 1.687 0.0 0.0 0.0
H -4.720 6.941 1.355 0.0 0.0 0.0
```
Forces are in eV/Å.

Summary:
ΔE to the lowest compared entry with this formula, charge and spin: 0.9206 eV
net charge: -1
max |F|: 0.86 eV/Å
E_HOMO (alpha / beta): -2.51 / -4.30 eV
⟨S²⟩: 2.023
spin multiplicity: 3

Mulliken population analysis, charges in e, atoms 1 to 8: number 1, Ti, carries -0.407; number 2, C, carries -1.770; number 3, C, carries 2.276; number 4, C, carries -1.634; number 5, C, carries -2.201; number 6, C, carries -0.873; number 7, C, carries -0.356; number 8, C, carries -0.842

Entry 2:
# C40H54BBrN10O2Zr

C40H54BBrN10O2Zr as an isolated structure (ωB97M-V/def2-TZVPD, OMol25).

XYZ file:
```
109
Properties=species:S:1:pos:R:3:forces:R:3
Zr -0.985 -0.815 -0.589 -0.2 2.4 2.5
C 2.839 -0.875 -1.262 -0.4 0.6 1.2
C 2.776 -2.389 -1.273 -0.2 -1.5 -0.1
C 3.866 -3.107 -2.102 -0.1 -0.3 0.2
C 1.454 -3.022 -1.696 -0.4 1.5 -0.4
C 1.231 -4.097 -2.565 -0.6 -0.3 0.0
C -0.164 -4.183 -2.714 0.2 1.4 1.4
N -0.771 -3.214 -1.977 2.1 -0.4 -0.6
N 0.270 -2.416 -1.366 -1.2 -1.7 -0.6
B -2.304 -3.098 -1.726 -0.7 0.4 0.4
N -2.844 -1.693 -2.209 -0.9 1.5 -1.4
C -3.572 -1.500 -3.353 0.3 0.1 0.6
C -4.024 -0.188 -3.437 -0.1 -0.6 0.5
C -3.564 0.429 -2.259 -0.7 0.8 -0.5
N -2.830 -0.421 -1.535 0.3 -1.7 -0.7
C -3.902 1.820 -1.766 -0.4 0.5 -0.1
C -4.513 2.665 -2.908 0.5 -0.6 -0.9
C -4.910 1.788 -0.596 0.4 -1.8 0.9
N -2.603 -3.210 -0.213 0.0 -0.2 1.3
C -2.931 -4.334 0.482 -0.6 1.1 -0.5
C -2.867 -4.058 1.837 1.1 -0.6 -0.8
C -2.397 -2.732 1.972 -0.3 -0.9 -0.6
N -2.270 -2.194 0.720 0.8 -0.6 -0.2
C -2.243 -2.145 3.362 -0.4 -0.1 0.3
C -1.705 -3.208 4.345 0.2 -0.5 -0.3
C -1.474 -0.862 3.564 0.8 0.4 -0.6
H 3.886 -0.539 -1.183 -0.5 -0.1 0.1
H 2.260 -0.422 -0.392 0.8 -0.6 -0.7
H 2.395 -0.434 -2.123 -0.2 0.3 -1.0
H 2.892 -2.669 -0.230 0.2 -0.4 0.2
H 3.757 -2.852 -3.171 0.3 0.1 0.4
H 3.710 -4.217 -2.044 0.5 1.1 0.2
H 4.863 -2.841 -1.701 -0.5 -0.2 -0.5
H 1.974 -4.769 -3.026 -0.7 0.6 0.4
H -0.800 -4.862 -3.239 0.0 -0.4 -0.3
H -2.934 -3.887 -2.387 0.5 0.0 0.3
H -3.789 -2.309 -4.048 0.3 0.1 0.4
H -4.711 0.195 -4.202 0.6 -0.1 0.6
H -2.948 2.291 -1.426 -0.6 -0.2 0.0
H -5.411 2.164 -3.362 0.8 0.5 0.6
H -3.735 2.750 -3.702 -0.7 0.1 0.3
H -4.794 3.679 -2.597 0.1 -0.4 0.1
H -5.896 1.329 -0.826 0.7 0.3 -0.3
H -5.074 2.769 -0.205 -0.1 0.7 0.0
H -4.504 1.203 0.264 -0.2 0.4 -0.6
H -3.359 -5.191 -0.057 0.6 0.3 0.3
H -2.828 -4.859 2.568 -0.7 0.5 0.0
H -3.279 -1.902 3.628 0.0 -0.2 0.2
H -0.636 -3.373 4.129 -0.3 -0.1 0.0
H -2.237 -4.179 4.312 0.4 0.6 0.1
H -1.748 -2.851 5.374 -0.2 0.1 -0.1
H -0.437 -0.930 3.135 -0.9 0.2 0.3
H -1.361 -0.687 4.640 -0.1 0.0 -0.2
H -2.020 -0.013 3.123 0.5 -0.3 0.3
O -2.588 2.238 1.931 1.4 -0.7 -0.2
C -1.535 3.070 2.238 0.4 0.8 -0.8
C -1.780 4.301 2.882 0.2 -1.2 -0.2
C -0.739 5.149 3.163 0.7 -0.1 -0.5
C 0.593 4.872 2.744 -0.9 0.8 1.2
C 0.863 3.667 2.168 -0.7 -1.0 -0.8
C -0.212 2.815 1.815 -0.6 -1.0 0.9
C 0.061 1.541 1.021 2.2 0.9 0.0
O -0.926 0.603 1.009 -0.7 -3.3 -2.1
N 0.228 1.983 -0.362 -0.7 0.5 -0.6
N -0.036 1.077 -1.411 0.2 0.2 -0.2
C -0.227 1.676 -2.606 0.5 -0.9 1.5
C -0.330 1.093 -3.858 -0.5 -0.4 -1.5
Br 0.003 -0.778 -4.426 -0.7 1.1 1.1
C -0.569 1.880 -5.005 0.8 -0.1 0.0
C 0.203 3.044 -5.302 1.4 0.7 -0.5
C 0.091 3.795 -6.530 -2.3 -1.6 1.0
C 0.818 4.918 -6.755 0.0 0.6 -0.9
C 1.785 5.328 -5.842 0.1 -0.3 0.3
C 2.049 4.553 -4.693 0.0 0.9 -0.4
C 1.340 3.394 -4.488 -0.7 -0.2 0.7
H -2.129 1.388 1.579 -1.2 1.6 0.6
H -2.791 4.523 3.164 -0.3 0.1 0.2
H -0.987 6.025 3.737 0.3 0.4 -0.1
H 1.371 5.588 2.987 0.0 -0.2 0.0
H 1.879 3.322 1.972 -0.1 0.2 -0.1
H 1.001 1.050 1.397 -0.4 0.4 -0.1
H 0.924 2.707 -0.473 0.1 -0.2 -0.5
H -0.345 2.757 -2.604 0.0 0.0 0.1
H -1.255 1.487 -5.761 0.5 0.0 0.0
H -0.718 3.497 -7.233 0.7 0.3 0.5
H 0.569 5.471 -7.675 0.6 -0.1 0.6
H 2.356 6.220 -6.066 0.0 0.0 0.2
H 2.767 4.926 -3.949 -0.1 -0.5 -0.6
H 1.633 2.771 -3.630 -0.2 0.3 -0.6
C 4.601 -0.510 3.117 -1.3 0.0 -0.2
C 5.283 -1.374 4.193 0.9 -0.4 0.5
N 4.302 -2.099 5.083 -0.8 0.8 -1.1
C 3.387 -1.019 5.697 1.3 -0.7 -0.7
C 2.652 -0.223 4.596 0.0 0.5 -1.0
N 3.073 -0.639 3.151 0.9 -1.1 2.1
C 2.778 -2.133 3.089 -1.0 0.6 -0.8
C 3.424 -2.978 4.191 1.3 -0.3 0.7
H 4.954 -0.790 2.114 -0.3 0.0 0.2
H 4.833 0.544 3.256 -0.1 0.1 0.0
H 5.970 -0.742 4.811 -0.8 -0.4 -0.1
H 6.012 -2.063 3.683 -1.0 0.1 0.7
H 4.017 -0.312 6.276 -0.2 -0.7 -0.2
H 2.684 -1.503 6.384 0.2 0.0 -0.2
H 2.877 0.875 4.758 -0.4 -1.1 -0.6
H 1.557 -0.401 4.691 0.6 0.3 -0.3
H 3.047 -2.525 2.084 0.2 0.4 0.5
H 1.678 -2.270 3.140 0.4 0.3 0.0
H 4.019 -3.829 3.723 -0.3 1.2 0.8
H 2.682 -3.490 4.838 0.3 0.5 -0.3
```
Forces are in eV/Å.

Summary:
net charge: +2
max |F|: 3.98 eV/Å
E_HOMO (alpha / beta): -11.79 / -11.79 eV

Mulliken population analysis, charges in e, atoms 1 to 8: number 1, Zr, carries -0.061; number 2, C, carries -0.860; number 3, C, carries 1.661; number 4, C, carries -1.658; number 5, C, carries -0.144; number 6, C, carries -1.079; number 7, C, carries -0.712; number 8, N, carries 0.431

Entry 3:
# C20H39FO31S7

A 7-piece molecular cluster, C20H39FO31S7 overall (ωB97M-V/def2-TZVPD, OMol25).

XYZ file:
```
98
Properties=species:S:1:pos:R:3:forces:R:3
C -5.248 -0.908 -1.391 0.5 0.5 1.7
O -4.523 -1.842 -2.266 -0.4 2.0 -1.3
C -3.950 -1.172 -3.445 1.1 0.8 -1.0
C -2.384 -0.640 -3.203 -1.8 -1.4 -1.2
O -2.491 0.509 -2.278 3.8 1.0 -0.3
C -1.338 1.414 -2.392 0.3 2.5 -6.1
O -1.155 2.018 -3.591 -0.9 -3.7 7.5
C -0.267 1.796 -1.211 -0.7 0.0 0.2
C -0.546 1.087 0.240 1.3 0.9 0.6
F -1.001 -0.321 0.177 0.7 2.8 -0.1
H -5.701 0.029 -1.927 0.8 -2.0 0.7
H -4.452 -0.491 -0.606 -1.8 -0.8 -1.5
H -6.095 -1.492 -0.786 1.9 1.2 -1.6
H -4.595 -0.239 -3.811 1.3 -2.0 1.0
H -3.879 -1.896 -4.391 -0.3 1.2 2.4
H -1.967 -0.369 -4.264 -0.7 -0.2 2.2
H -1.774 -1.550 -2.772 -1.0 2.0 -0.5
H -0.358 2.974 -1.038 0.0 -2.6 -0.4
H 0.843 1.643 -1.620 -2.7 0.0 0.7
H 0.501 1.069 0.811 -2.4 -0.1 -1.2
H -1.244 1.787 0.908 1.1 -2.2 -1.8
C -0.899 -0.687 4.764 0.2 -0.7 -0.4
C 0.618 -0.572 4.644 -0.1 -0.5 0.7
O 0.843 0.615 3.886 -0.9 0.7 -0.4
S -0.342 1.686 4.215 0.3 0.1 1.1
O 0.147 2.607 5.216 -2.4 -4.8 -0.4
O -0.927 2.117 2.967 0.8 0.0 1.7
O -1.370 0.648 4.938 0.7 0.6 -0.3
H -1.338 -1.086 3.844 0.1 0.0 0.1
H -1.200 -1.312 5.610 0.0 0.3 -0.1
H 1.063 -1.437 4.146 -0.1 0.3 -0.1
H 1.082 -0.439 5.626 -0.1 -0.1 0.0
C -0.127 7.645 4.381 -0.5 0.4 -0.2
C -1.284 6.755 4.828 0.2 0.3 0.6
O -1.206 5.598 3.998 0.9 0.0 -0.6
S 0.357 5.310 3.635 0.6 -0.4 0.0
O 0.854 4.303 4.547 1.0 4.8 -2.9
O 0.481 5.201 2.200 -0.2 -0.1 1.7
O 0.952 6.755 4.100 -0.5 -0.7 0.1
H -0.375 8.181 3.460 0.0 0.0 0.1
H 0.163 8.363 5.153 0.1 -0.3 -0.1
H -2.254 7.245 4.716 0.1 -0.3 -0.2
H -1.156 6.434 5.867 0.0 0.1 -0.1
C -0.958 -4.177 -0.567 -0.9 -0.1 -0.3
C -1.850 -5.073 -1.422 -0.4 0.0 0.6
O -1.009 -5.543 -2.474 0.9 0.3 -0.4
S 0.515 -5.684 -1.910 -1.1 -0.9 0.5
O 0.733 -7.066 -1.542 0.4 1.7 -0.7
O 1.398 -4.955 -2.791 -0.9 -1.0 0.8
O 0.316 -4.819 -0.542 -13.5 -11.3 -4.1
H -0.833 -3.191 -1.027 0.1 0.1 0.0
H -1.345 -4.058 0.448 0.3 -0.1 -0.1
H -2.712 -4.537 -1.828 0.2 -0.1 -0.2
H -2.197 -5.942 -0.854 0.0 0.1 0.0
C 4.518 -3.299 1.042 0.4 0.3 -0.5
C 4.084 -1.837 0.971 0.3 0.1 0.6
O 2.781 -1.862 0.394 0.1 0.0 0.3
S 2.028 -3.237 0.845 1.5 0.5 -0.5
O 1.179 -2.936 1.977 0.5 -0.7 -1.4
O 1.549 -3.906 -0.342 13.2 11.1 5.0
O 3.343 -4.028 1.393 -0.8 0.5 0.4
H 4.861 -3.655 0.066 0.0 0.1 0.1
H 5.304 -3.461 1.785 -0.3 -0.1 0.0
H 4.762 -1.230 0.367 -0.3 -0.1 -0.1
H 4.002 -1.402 1.973 0.1 0.0 0.0
C 2.090 -2.446 -5.070 -0.2 -0.9 0.0
C 2.257 -2.739 -6.559 0.8 0.0 0.3
O 1.214 -2.011 -7.202 -0.6 0.8 0.7
S 0.915 -0.651 -6.352 0.3 0.2 -0.1
O 1.634 0.438 -6.976 -1.3 -1.2 0.9
O -0.498 -0.597 -6.060 1.6 0.1 -0.6
O 1.711 -1.073 -4.993 -0.3 0.6 -1.1
H 1.284 -3.047 -4.638 0.2 0.0 0.0
H 3.012 -2.619 -4.509 -0.2 0.2 -0.1
H 2.179 -3.806 -6.784 -0.2 0.3 0.0
H 3.214 -2.359 -6.931 0.0 -0.1 0.1
C -2.193 3.594 -6.779 0.2 -0.1 0.8
C -2.688 2.240 -6.277 0.8 -0.2 -0.2
O -4.099 2.261 -6.479 -0.6 1.0 -0.8
S -4.433 3.160 -7.798 -0.1 -0.2 -0.1
O -4.601 2.266 -8.923 0.0 1.4 1.3
O -5.410 4.160 -7.435 1.0 -1.4 -0.6
O -2.977 3.881 -7.936 -0.9 -0.7 -0.2
H -2.376 4.380 -6.040 0.1 -0.1 0.0
H -1.130 3.576 -7.035 -0.3 0.0 -0.2
H -2.452 2.075 -5.223 -0.3 0.1 -0.2
H -2.273 1.422 -6.875 0.1 0.1 0.1
C 3.950 0.604 8.759 0.6 0.4 0.0
C 4.281 0.369 7.287 -0.5 0.6 0.0
O 4.450 -1.041 7.163 -0.3 -0.6 0.9
S 3.464 -1.789 8.226 0.0 -0.4 0.2
O 2.264 -2.187 7.524 1.4 0.3 1.0
O 4.254 -2.704 9.017 -1.2 1.0 -1.3
O 3.110 -0.485 9.139 0.0 -0.8 -0.9
H 4.853 0.569 9.377 -0.1 0.0 -0.1
H 3.436 1.555 8.919 -0.1 -0.3 0.0
H 5.187 0.895 6.975 -0.1 -0.3 0.1
H 3.447 0.667 6.643 0.1 0.1 0.1
```
Forces are in eV/Å.

Summary:
max |F|: 18.06 eV/Å
E_HOMO: -8.20 eV

Mulliken population analysis, charges in e, atoms 1 to 8: number 1, C, carries -0.475; number 2, O, carries -0.343; number 3, C, carries -0.566; number 4, C, carries 0.708; number 5, O, carries -0.204; number 6, C, carries 0.367; number 7, O, carries -0.556; number 8, C, carries -0.535